A structure of composition C8H13FN4O5Tm at a distorted geometry, computed with wB97M-V/def2-TZVPD.

## Properties
- Net charge: -1
- Lowest unoccupied orbital energy (alpha / beta): 0.107 / 0.107 Eh
- Multiplicity: 3

Each line ends with the Löwdin charge.
Positions of all 32 atoms, in Å:
1 Tm 0.717929 -12.958825 -2.544888  1.4710
2 N 0.022933 -15.130058 -1.954861  -0.1033
3 C -0.147615 -15.299708 -0.469919  -0.1485
4 C 0.957157 -14.509697 0.238192  -0.5559
5 O 1.514060 -14.965730 1.247468  -0.0179
6 N 1.226425 -13.311383 -0.340071  -0.1204
7 C 2.277041 -12.561569 0.284383  -0.1421
8 C 3.116297 -11.907415 -0.857680  -0.5444
9 O 4.160835 -11.286512 -0.618834  0.0178
10 O 2.610813 -12.067939 -2.077408  -0.2424
11 H -0.684021 -15.641112 -2.447619  0.0785
12 H 0.872285 -15.713464 -2.180209  0.1148
13 H -0.054567 -16.381134 -0.257590  0.1144
14 H -1.179209 -14.922309 -0.266419  0.1255
15 H 2.916155 -13.227825 0.832198  0.1056
16 H 1.894471 -11.782653 0.959383  0.1275
17 C -1.126332 -8.730592 -3.263089  -0.0093
18 C -0.925312 -10.214871 -3.030186  -0.2692
19 N 0.302050 -10.676643 -2.906311  -0.1429
20 O 1.392321 -9.885912 -2.929016  -0.0519
21 C -1.974743 -11.184310 -3.037539  -0.3072
22 C -3.443880 -10.930197 -2.785247  -0.0475
23 N -1.607870 -12.467284 -2.916093  -0.2287
24 O -2.450264 -13.380534 -2.642205  -0.1838
25 H -0.264226 -8.160532 -2.944296  0.0650
26 H -2.088454 -8.402988 -2.761596  0.0872
27 H -1.272665 -8.585321 -4.353530  0.0958
28 H 2.131456 -10.526638 -2.639126  0.0846
29 H -3.931754 -10.737239 -3.770524  0.0847
30 H -3.552455 -10.025764 -2.125761  0.0783
31 H -3.809934 -11.850739 -2.347239  0.0506
32 F 1.362780 -14.049388 -4.225979  -0.5860

Atoms 1-6, force components in eV/Å:
-0.02 -0.97 -0.99
1.73 -1.64 0.76
-0.56 -0.35 -1.02
0.22 0.93 0.37
-0.48 -0.21 -0.32
-1.13 -1.40 0.26

***

The molecule CH3NS at a distorted geometry, computed with wB97M-V/def2-TZVPD.

## Properties
- Lowest unoccupied orbital energy: 0.036 Eh
- SMILES: C=NS

Each line ends with the Löwdin charge.
Positions of all 6 atoms, in Å:
1 C -0.943369 -1.343444 0.161706  -0.1684
2 N -0.282578 -0.453895 -0.340996  -0.5847
3 S 0.585129 0.834041 0.096057  0.7207
4 H -1.225599 -2.245546 -0.272699  0.0423
5 H -0.898649 -1.196778 1.334874  0.0922
6 H 0.400442 1.335596 -1.182340  -0.1020

Force components x, y, z for each atom (eV/Å):
0.97 0.92 6.64
0.70 0.22 -4.63
-0.37 1.22 -0.58
-0.95 -1.13 -1.11
-1.09 -1.41 -1.44
0.74 0.17 1.12

***

A structure of composition C12H6Cl5CuN5O2, computed with wB97M-V/def2-TZVPD.

## Properties
- Net charge: -1
- Lowest unoccupied orbital energy: 0.074 Eh

Each line ends with the Löwdin charge.
Positions of all 31 atoms, in Å:
1 Cu 1.050324 1.504258 -0.356749  0.2373
2 C 0.231266 -1.891564 2.862638  -0.0690
3 O 0.600370 -2.093641 1.504523  -0.0449
4 C 0.679274 -0.958330 0.764077  -0.5939
5 O 0.478861 0.160622 1.250704  -0.0144
6 N 0.971438 -1.196827 -0.504268  -0.0369
7 N 0.838069 -0.158273 -1.462181  -0.1334
8 H 0.123214 -2.884701 3.291110  0.0859
9 H -0.712694 -1.349525 2.929294  0.0897
10 H 0.994787 -1.328182 3.399262  0.0928
11 H 1.044707 -2.154222 -0.806603  0.1381
12 H -1.258372 -0.223498 -1.518398  0.0737
13 H 1.640291 -0.229357 -2.078238  0.0090
14 Cl -2.387221 -2.842580 -1.613264  0.6943
15 C -3.016120 -1.374086 -0.971833  -0.6737
16 C -2.244036 -0.230212 -1.031362  -0.1200
17 C -2.727492 0.948274 -0.490927  -0.6477
18 Cl -1.726178 2.345277 -0.510267  0.7535
19 C -4.005282 1.004443 0.061772  -0.7019
20 Cl -4.620067 2.481335 0.690998  0.6790
21 C -4.786433 -0.150088 0.097740  -0.7029
22 Cl -6.371179 -0.092053 0.766560  0.6703
23 C -4.289480 -1.352355 -0.403657  -0.7086
24 Cl -5.248759 -2.777415 -0.336181  0.6706
25 N 2.531587 2.671657 -0.236066  0.0834
26 C 3.645718 2.451649 -0.483068  -0.1826
27 C 4.968483 2.160682 -0.780115  -0.2985
28 C 5.293897 0.796956 -0.960455  -0.2698
29 N 5.543781 -0.322213 -1.108097  0.0984
30 C 5.963902 3.143868 -0.923273  -0.2713
31 N 6.793329 3.940098 -1.043682  0.0934

Atoms 1-6, force components in eV/Å:
-0.17 -0.16 -0.29
-0.04 0.07 0.04
0.00 -0.05 -0.02
-0.02 -0.03 0.04
-0.08 -0.19 0.18
0.05 -0.02 -0.11

***

The molecule CH3N3O2S at a distorted geometry, computed with wB97M-V/def2-TZVPD.

## Properties
- Lowest unoccupied orbital energy (alpha / beta): -0.080 / -0.033 Eh

Each line ends with the Löwdin charge.
Positions of all 10 atoms, in Å:
1 C 0.191890 0.052474 1.081059  -0.3130
2 N 0.267977 -1.366262 0.948108  -0.0401
3 N -0.080016 -2.101320 0.156884  0.2167
4 N -0.578838 0.669758 0.083137  -0.1252
5 O -0.938939 0.852272 -2.399293  -0.3906
6 O 1.374807 0.362002 -1.462527  -0.4021
7 S -0.045413 0.133411 -1.579104  0.7044
8 H 0.087453 0.388977 2.104522  0.1335
9 H 1.276477 0.157531 0.870432  0.1276
10 H -1.555398 0.851156 0.196782  0.0888

Atoms 1-6, force components in eV/Å:
1.28 3.35 -0.94
-1.45 -4.00 0.41
0.55 0.37 -0.33
1.82 0.00 -0.35
-0.92 1.43 -1.80
0.46 0.36 -0.55

***

A cluster of 2 separate species, C3H3Cl3S in total at a distorted geometry, computed with wB97M-V/def2-TZVPD.

## Properties
- Lowest unoccupied orbital energy: -0.015 Eh

Each line ends with the Löwdin charge.
Positions of all 10 atoms, in Å:
1 C 3.557519 -0.204485 -0.948731  -0.5778
2 C -0.796393 -0.478544 -0.051296  -0.8315
3 C 0.237672 -0.521623 -1.119241  -1.1197
4 S 4.806752 -0.786519 -0.276467  0.6626
5 Cl -2.199608 -1.361375 -0.368566  0.6343
6 Cl -0.414535 0.190095 -2.662908  0.5215
7 Cl 0.848022 -2.242621 -1.347882  0.5042
8 H 1.086793 0.198074 -0.814082  0.0388
9 H -0.202308 -0.889855 0.783239  0.0816
10 H -0.961752 0.592204 0.122214  0.0859

Atoms 1-6, force components in eV/Å:
0.68 -0.22 0.39
2.34 0.93 0.92
1.30 0.85 -1.09
-0.60 0.26 -0.36
-1.59 -0.82 -0.12
0.45 -0.55 0.54